# C4H11N3O2

2 unconnected molecules or ions with the total composition C4H11N3O2 (the ωB97M-V functional and the def2-TZVPD basis, the OMol25 dataset).

Each line ends with the natural charge from an NBO analysis.
Positions of all 20 atoms, in Å:
H (-1.24375, -3.02552, 0.97060)  0.33
N (-0.38528, -2.65752, 0.57965)  -0.78
C (-0.59080, -1.65001, -0.20126)  0.58
N (0.50815, -0.84668, -0.46077)  -0.87
N (-1.78349, -1.25325, -0.73916)  -0.63
C (-1.83347, -0.56932, -2.00342)  -0.42
H (1.45634, -1.16811, -0.55208)  0.42
H (0.31210, 0.13441, -0.49292)  0.39
H (-2.56603, -1.83874, -0.53912)  0.39
H (-2.70721, -0.92736, -2.55536)  0.20
H (-0.95492, -0.72340, -2.62770)  0.21
H (-1.89824, 0.52691, -2.00322)  0.19
C (0.83833, 1.48167, 1.95410)  -0.78
C (2.01853, 1.86429, 1.17304)  0.79
O (3.18033, 1.66328, 1.37450)  -0.57
O (1.61270, 2.47943, -0.01303)  -0.72
H (1.00354, 1.70513, 3.01374)  0.26
H (0.78962, 0.38346, 2.04816)  0.28
H (-0.14095, 1.58947, 1.50873)  0.25
H (2.38449, 2.83186, -0.43450)  0.49

Its structure (SMILES) is [H]/N=C(/N)NC.CC(=O)O. For the gap between HOMO and LUMO, the calculation gives 0.3308 Ha. The HOMO energy comes out at -8.4 eV. For the total energy, the calculation gives -473.75155 a.u.



# C4H11N2O

2 unconnected molecules or ions with the total composition C4H11N2O (the ωB97M-V functional and the def2-TZVPD basis, the OMol25 dataset).

Each line ends with the natural charge from an NBO analysis.
Positions of all 18 atoms, in Å:
N (-2.34911, -0.28708, -1.89855)  -0.91
C (-2.70383, -0.64571, -0.46829)  0.16
O (-1.85664, -0.10184, 0.39548)  -0.95
H (-3.20207, -0.20418, -2.44879)  0.31
H (-1.97826, 0.65695, -1.81606)  0.34
H (-3.77017, -0.32333, -0.31019)  0.03
H (-2.72384, -1.76227, -0.44850)  0.06
C (0.92074, 0.05453, 1.66744)  -0.69
C (1.75733, 0.32951, 0.45626)  0.19
C (1.28329, 0.36590, -0.78527)  -0.53
N (3.12042, 0.59144, 0.75252)  -0.84
H (1.03834, 0.87250, 2.38611)  0.19
H (1.26282, -0.86631, 2.14789)  0.18
H (-0.14024, -0.03872, 1.38921)  0.33
H (1.92522, 0.58083, -1.63150)  0.16
H (0.22243, 0.19215, -0.92243)  0.26
H (3.46102, 0.11550, 1.57142)  0.35
H (3.73256, 0.47013, -0.03674)  0.36

For the gap between HOMO and LUMO, the calculation gives 0.2403 Ha. The HOMO energy comes out at -2.6 eV. For the total energy, the calculation gives -343.73165 a.u. The total charge is -1.



# C5H7N3

A single C5H7N3 molecule (the ωB97M-V functional and the def2-TZVPD basis, the OMol25 dataset).

Each line ends with the natural charge from an NBO analysis.
Positions of all 15 atoms, in Å:
C (0.83192, 0.43143, 1.63991)  -0.02
N (1.02893, 1.79949, 1.19612)  -0.40
N (0.94719, 1.88643, -0.19152)  -0.33
C (0.42584, 0.68524, -0.40912)  0.31
C (0.35798, -0.25450, 0.64161)  -0.17
C (-0.44861, -1.47772, 0.10881)  -0.45
C (-1.17699, -0.88920, -1.08398)  -0.22
N (-0.21389, 0.32253, -1.50581)  -0.60
H (0.95507, 0.34417, 2.76103)  0.22
H (1.86707, 2.35490, 1.43268)  0.38
H (-0.95779, -2.05425, 0.89356)  0.24
H (0.17636, -2.28608, -0.36818)  0.22
H (-2.15276, -0.39937, -0.70736)  0.20
H (-1.07639, -1.38450, -2.20847)  0.24
H (-0.56393, 0.92142, -2.19928)  0.39

Its structure (SMILES) is c1[nH]nc2c1CCN2. For the gap between HOMO and LUMO, the calculation gives 0.3160 Ha. The HOMO energy comes out at -7.6 eV. For the total energy, the calculation gives -358.88962 a.u.